Entry 1:
Formula: C7H8N2
Source: the OMol25 dataset
Level of theory: the ωB97M-V functional and the def2-TZVPD basis

Summary:
- relative energy (zero: lowest compared OMol25 entry of this formula, charge and spin) (eV) = 4.735
- highest occupied orbital energy (eV) = -9.3311
- LUMO level (eV) = 0.6
- orbital gap (eV) = 9.92

```
! RIJCOSX wB97M-V def2-TZVPD def2/J DEFGRID3
* xyz 0 1
C 1.458 2.655 0.790
C 0.901 1.608 0.713
C -0.783 -1.875 -0.424
C -0.145 0.100 -0.070
C -0.569 -0.977 0.593
C -0.687 -1.049 2.047
C 0.431 0.750 -2.381
N -0.486 -1.361 -1.645
N -0.099 -0.082 -1.382
H 2.028 3.505 1.058
H -1.135 -2.867 -0.178
H -1.639 -0.821 2.447
H -0.516 -2.096 2.360
H 0.066 -0.331 2.528
H 1.437 0.387 -2.775
H -0.333 0.824 -3.119
H 0.646 1.646 -1.836
*
```

***

Entry 2:
Formula: C24H22BrNO5P
Source: the OMol25 dataset
Level of theory: the ωB97M-V functional and the def2-TZVPD basis

Summary:
- highest occupied orbital energy (eV) = -3.5844
- LUMO level (eV) = 2.6
- orbital gap (eV) = 6.18
- SMILES = CCOC(=O)[C@@H]([C@@H](C=[N+]([O-])[O-])c1ccc(Br)cc1)P(=O)(c1ccccc1)c1ccccc1

```
! RIJCOSX wB97M-V def2-TZVPD def2/J DEFGRID3
* xyz -1 1
Br 1.259 6.237 -2.075
C 1.669 4.530 -1.539
C 1.751 4.214 -0.177
C 1.962 2.891 0.225
C 1.980 1.868 -0.768
C 1.740 0.362 -0.442
C 2.693 -0.549 -1.097
N 2.787 -1.863 -0.663
O 3.176 -2.773 -1.451
O 2.425 -2.130 0.522
C 2.106 2.216 -2.121
C 1.895 3.545 -2.505
H 1.633 4.988 0.564
H 2.022 2.641 1.299
H 1.782 0.245 0.683
H 3.117 -0.256 -2.060
H 2.244 1.402 -2.852
H 1.884 3.763 -3.559
C 1.035 -2.975 -4.151
C -0.062 -2.227 -3.450
O 0.547 -1.527 -2.338
C -0.346 -0.771 -1.673
C 0.204 -0.359 -0.362
P -1.096 0.499 0.588
C -2.613 -0.445 0.770
C -2.669 -1.832 0.614
C -3.876 -2.501 0.829
C -5.023 -1.769 1.201
C -4.961 -0.368 1.365
C -3.751 0.286 1.150
C -0.257 0.373 2.209
C 0.113 -0.863 2.730
C 0.762 -0.946 3.962
C 1.041 0.228 4.679
C 0.675 1.471 4.137
C 0.019 1.549 2.907
O -1.314 1.904 0.208
O -1.449 -0.517 -2.114
H 0.554 -3.698 -4.823
H 1.655 -2.281 -4.731
H 1.696 -3.508 -3.460
H -0.526 -1.486 -4.125
H -0.795 -2.937 -3.026
H 0.445 -1.257 0.251
H -1.798 -2.411 0.322
H -3.931 -3.590 0.687
H -5.980 -2.297 1.352
H -5.863 0.197 1.648
H -3.705 1.365 1.273
H -0.083 -1.782 2.187
H 1.049 -1.924 4.361
H 1.553 0.166 5.653
H 0.907 2.390 4.682
H -0.283 2.510 2.503
*
```

***

Entry 3:
Formula: CH3FNO
Source: the OMol25 dataset
Level of theory: the ωB97M-V functional and the def2-TZVPD basis

Summary:
- relative energy (zero: lowest compared OMol25 entry of this formula, charge and spin) (eV) = 3.000
- highest occupied orbital energy (spin up / spin down) (eV) = -3.1371 / -3.1376
- LUMO level (spin up / spin down) (eV) = 4.8 / 4.8
- orbital gap (spin up / spin down) (eV) = 7.92 / 7.92

```
! RIJCOSX wB97M-V def2-TZVPD def2/J DEFGRID3
* xyz -1 1
C -0.352 0.450 -0.267
N 0.089 -0.368 0.848
O -0.344 -1.699 0.754
F 1.845 -0.400 0.356
H -0.089 1.540 0.034
H 0.266 0.176 -1.078
H -1.416 0.302 -0.646
*
```

***

Entry 4:
Formula: C33H32I2N7O4PY
Source: the OMol25 dataset
Level of theory: the ωB97M-V functional and the def2-TZVPD basis

Summary:
- relative energy (zero: lowest compared OMol25 entry of this formula, charge and spin) (eV) = 0.480
- highest occupied orbital energy (eV) = -9.6276
- LUMO level (eV) = -3.4
- orbital gap (eV) = 6.23

```
! RIJCOSX wB97M-V def2-TZVPD def2/J DEFGRID3
* xyz 1 1
Y -0.182 -0.017 -0.696
C 4.140 1.935 -0.597
C 2.810 1.423 -1.047
N 1.715 1.560 -0.403
N 1.833 2.121 0.868
C 0.709 2.379 1.423
O -0.488 2.237 0.802
C 0.659 2.772 2.848
C 1.838 3.000 3.556
C 1.782 3.327 4.899
C 0.551 3.416 5.543
C -0.622 3.184 4.842
C -0.571 2.866 3.491
C 2.711 0.673 -2.344
C 3.812 0.552 -3.170
C 3.692 -0.159 -4.357
C 2.477 -0.729 -4.676
C 1.424 -0.571 -3.787
N 1.526 0.115 -2.651
H 4.064 2.386 0.383
H 4.514 2.676 -1.308
H 4.863 1.118 -0.563
H 2.790 2.911 3.050
H 2.697 3.507 5.446
H 0.511 3.666 6.596
H -1.579 3.250 5.344
H -1.482 2.683 2.939
H 4.753 1.002 -2.890
H 4.546 -0.268 -5.013
H 2.337 -1.301 -5.582
H 0.465 -1.036 -3.978
I 3.157 -3.149 1.907
C 1.217 -2.619 2.402
C 0.621 -3.239 3.528
C -0.644 -2.921 3.923
I -1.440 -3.887 5.578
C -1.390 -1.954 3.193
C -2.699 -1.533 3.514
C -3.344 -0.610 2.738
C -2.690 -0.111 1.604
N -1.478 -0.482 1.265
C -0.795 -1.372 2.057
C 0.542 -1.697 1.649
O 1.029 -1.102 0.572
H 1.187 -3.980 4.076
H -3.187 -1.951 4.386
H -4.344 -0.276 2.976
H -3.177 0.604 0.948
C -1.301 -1.824 -1.817
C -0.810 -3.073 -1.182
C 0.401 -3.664 -1.564
C 0.929 -4.741 -0.879
C 0.251 -5.275 0.214
C -0.976 -4.736 0.586
C -1.493 -3.656 -0.107
C 0.837 -6.355 0.978
N 1.323 -7.191 1.599
H -2.382 -1.720 -1.638
H -1.143 -1.869 -2.906
H 0.961 -3.242 -2.392
H 1.881 -5.164 -1.174
H -1.512 -5.156 1.428
H -2.443 -3.234 0.206
N -3.330 0.439 -3.886
C -2.259 1.483 -4.107
P -2.318 2.344 -2.501
O -3.760 2.694 -2.354
O -1.718 1.306 -1.575
C -1.231 3.762 -2.510
N -1.139 4.264 -1.125
H -3.661 0.016 -4.752
H -4.103 0.914 -3.400
H -2.974 -0.301 -3.267
H -2.562 2.103 -4.948
H -1.326 0.962 -4.311
H -1.602 4.505 -3.219
H -0.241 3.426 -2.830
H -2.049 4.607 -0.827
H -0.514 5.062 -1.092
H -0.598 2.912 0.065
*
```

***

Entry 5:
Formula: C4H12N2O2
Source: the OMol25 dataset
Level of theory: the ωB97M-V functional and the def2-TZVPD basis

Summary:
- relative energy (zero: lowest compared OMol25 entry of this formula, charge and spin) (eV) = 6.070
- highest occupied orbital energy (eV) = -8.6761
- LUMO level (eV) = -0.4
- orbital gap (eV) = 8.32
- SMILES = NCN=O.CCOC

```
! RIJCOSX wB97M-V def2-TZVPD def2/J DEFGRID3
* xyz 0 1
C -1.919 0.392 0.771
N -3.056 0.640 -0.067
N -1.013 -0.590 0.093
O -1.332 -1.763 0.169
H -2.787 1.093 -0.932
H -3.558 -0.216 -0.278
H -2.235 -0.020 1.734
H -1.346 1.305 0.920
C 1.428 -0.164 0.852
C 0.808 1.091 -1.300
C 2.177 -1.257 0.136
O 1.344 1.225 -0.050
H 0.525 -0.538 1.345
H 2.008 0.331 1.626
H 0.395 2.047 -1.644
H -0.054 0.352 -1.227
H 1.503 0.671 -2.041
H 3.066 -0.849 -0.339
H 2.485 -2.010 0.858
H 1.560 -1.739 -0.627
*
```

***

Entry 6:
Formula: C21H22ClFN2O3
Source: the OMol25 dataset
Level of theory: the ωB97M-V functional and the def2-TZVPD basis

Summary:
- relative energy (zero: lowest compared OMol25 entry of this formula, charge and spin) (eV) = 0.094
- highest occupied orbital energy (eV) = -7.8364
- LUMO level (eV) = 0.6
- orbital gap (eV) = 8.46
- SMILES = O[C@@H]1c2ccc(F)cc2C[C@H]1N1CCN(c2cc(Cl)cc3c2OCCO3)CC1

```
! RIJCOSX wB97M-V def2-TZVPD def2/J DEFGRID3
* xyz 0 1
F -2.303 7.324 -2.077
Cl 5.996 -2.361 0.700
O 2.503 -5.973 -0.235
O 0.519 -4.028 -0.600
O -2.850 2.778 2.213
C -2.144 6.486 0.041
C 4.008 -4.338 0.395
C 3.281 -2.163 0.748
C -2.105 4.953 -1.740
C -2.006 5.388 1.035
C -2.145 6.258 -1.334
C 4.359 -3.015 0.564
C 2.711 -4.617 0.074
C 1.700 -3.710 0.017
C 1.952 -2.408 0.421
C -2.037 3.894 -0.888
C -2.036 4.097 0.498
N 1.042 -1.290 0.457
N -0.936 0.766 0.237
C 1.223 -6.376 -0.771
C 0.659 -5.133 -1.508
C -0.438 -1.673 0.685
C 1.474 -0.015 -0.208
C -1.196 -0.396 1.134
C 0.510 1.218 0.269
C -1.908 2.480 -1.242
C -1.915 2.898 1.209
C -2.094 1.750 0.131
H -3.692 2.385 1.925
H -2.202 7.525 0.324
H 4.745 -5.113 0.374
H 3.542 -1.250 1.203
H -2.127 4.743 -2.801
H -2.060 5.610 2.098
H 1.469 -7.210 -1.449
H 0.419 -6.637 -0.095
H -0.281 -5.378 -1.972
H 1.344 -4.820 -2.223
H -0.891 -1.940 -0.245
H -0.616 -2.437 1.494
H 1.355 0.010 -1.316
H 2.471 0.159 0.117
H -2.328 -0.568 1.070
H -0.954 -0.189 2.220
H 0.806 1.605 1.299
H 0.626 2.182 -0.355
H -2.669 2.143 -1.994
H -0.900 2.303 -1.708
H -0.837 2.861 1.620
H -3.043 1.226 0.186
*
```

***

Entry 7:
Formula: C23H41FNO15PS
Source: the OMol25 dataset
Level of theory: the ωB97M-V functional and the def2-TZVPD basis

Summary:
- highest occupied orbital energy (eV) = -9.9055
- LUMO level (eV) = 0.1
- orbital gap (eV) = 9.98
- SMILES = CCCCNP(OCCC)S(=O)(=O)F.C[C@@H]1COC(=O)O1.C[C@@H]1COC(=O)O1.C[C@@H]1COC(=O)O1.C[C@@H]1COC(=O)O1

```
! RIJCOSX wB97M-V def2-TZVPD def2/J DEFGRID3
* xyz 0 1
C 4.937 -3.184 -3.045
C 5.516 -2.680 -4.364
C 4.457 -2.184 -5.351
C 3.807 -0.845 -4.965
N 2.387 -0.992 -4.529
P 2.138 -0.756 -2.889
O 0.615 -1.149 -2.633
C -0.532 -0.923 -3.478
C -1.523 -2.043 -3.240
C -1.056 -3.368 -3.836
S 1.811 1.514 -2.976
O 2.315 2.084 -4.191
O 0.552 1.944 -2.440
F 2.886 1.930 -1.852
H 5.688 -3.715 -2.460
H 4.107 -3.874 -3.216
H 4.565 -2.370 -2.421
H 6.098 -3.472 -4.838
H 6.215 -1.861 -4.163
H 3.664 -2.928 -5.445
H 4.916 -2.077 -6.336
H 4.395 -0.352 -4.183
H 3.806 -0.157 -5.807
H 1.785 -0.438 -5.127
H -0.932 0.062 -3.232
H -0.222 -0.916 -4.528
H -1.643 -2.160 -2.159
H -2.488 -1.745 -3.657
H -1.764 -4.171 -3.635
H -0.935 -3.293 -4.918
H -0.098 -3.652 -3.400
C -7.057 -2.151 -1.678
C -5.837 -2.771 -2.302
C -5.673 -2.597 -3.800
O -4.939 -3.769 -4.164
C -5.215 -4.737 -3.251
O -4.904 -5.875 -3.362
O -5.889 -4.208 -2.204
H -6.929 -1.071 -1.605
H -7.949 -2.363 -2.268
H -7.204 -2.547 -0.674
H -4.925 -2.448 -1.790
H -5.113 -1.712 -4.091
H -6.638 -2.615 -4.314
C -0.383 0.133 2.375
C 0.939 -0.463 1.973
C 1.336 -0.303 0.519
O 2.148 -1.461 0.298
C 1.758 -2.424 1.170
O 2.107 -3.557 1.125
O 0.917 -1.901 2.092
H -0.290 1.217 2.446
H -1.156 -0.108 1.645
H -0.695 -0.241 3.348
H 1.745 -0.103 2.621
H 1.916 0.590 0.299
H 0.465 -0.353 -0.141
C -3.391 5.045 4.778
C -2.577 3.901 5.316
C -1.697 3.173 4.322
O -1.630 1.856 4.879
C -2.760 1.656 5.608
O -3.094 0.604 6.046
O -3.433 2.815 5.751
H -2.742 5.907 4.628
H -3.865 4.782 3.831
H -4.169 5.317 5.490
H -1.983 4.215 6.175
H -0.696 3.582 4.237
H -2.172 3.114 3.338
C 3.454 2.304 5.820
C 2.746 3.422 5.104
C 3.415 4.785 5.125
O 2.293 5.677 5.053
C 1.221 5.039 5.567
O 0.173 5.548 5.810
O 1.494 3.730 5.756
H 4.305 1.965 5.229
H 3.809 2.629 6.798
H 2.775 1.464 5.959
H 2.507 3.142 4.073
H 4.079 4.979 4.288
H 3.936 4.957 6.070
*
```